DFT (ωB97M-V with the def2-TZVPD basis set) results for a structure of composition C45H45F3N4OP2S3Tc in a non-equilibrium geometry.

## Properties
expectation value of S²: 0.76
frontier orbital gap (spin up / spin down): 7.38 / 7.50 eV
charge: 0
energy relative to the best compared isomer or geometry (same formula, charge and spin): 98.5 kJ/mol
E_HOMO (spin up / spin down): -0.257 / -0.259 Ha
multiplicity: 2

Positions of all 104 atoms, in Å:
Tc: 0.74393 -0.10573 0.49901
S: -0.51662 -1.27963 2.27274
P: -1.93127 -0.01972 1.62383
C: -1.05082 0.81266 0.45006
P: -0.65996 2.44074 0.19248
S: 1.33634 2.41607 0.30236
C: -1.38237 3.69917 1.28819
C: -0.57946 4.31001 2.24693
C: -1.10240 5.29586 3.07133
C: -2.43128 5.67079 2.95085
C: -3.24054 5.05810 2.00205
C: -2.71700 4.08246 1.17147
C: -1.20946 2.96637 -1.45978
C: -0.42091 3.78458 -2.25995
C: -0.85678 4.15531 -3.52386
C: -2.08358 3.71339 -3.99744
C: -2.87896 2.89853 -3.20273
C: -2.43971 2.52641 -1.94174
C: -2.68604 0.99329 2.91525
C: -1.84929 1.49224 3.91314
C: -2.36588 2.30078 4.91155
C: -3.71991 2.60940 4.92346
C: -4.55684 2.11235 3.93554
C: -4.04183 1.30619 2.93100
C: -3.33890 -0.98653 0.98437
C: -3.67603 -0.94598 -0.36094
C: -4.70969 -1.73684 -0.85418
C: -5.41696 -2.56361 0.00386
C: -5.08111 -2.61220 1.35443
C: -4.03939 -1.83999 1.83758
H: 0.45760 4.01209 2.33896
H: -0.46882 5.77036 3.80973
H: -2.83948 6.43993 3.59416
H: -4.27929 5.34715 1.90618
H: -3.35582 3.62236 0.42668
H: 0.54161 4.12076 -1.89340
H: -0.23171 4.78529 -4.14380
H: -2.41980 4.00198 -4.98505
H: -3.83505 2.54537 -3.56756
H: -3.05275 1.87546 -1.32834
H: -0.79405 1.23887 3.89993
H: -1.71131 2.68598 5.68245
H: -4.12244 3.24188 5.70461
H: -5.61287 2.35007 3.94590
H: -4.70086 0.92166 2.16208
H: -3.11158 -0.30587 -1.02710
H: -4.95932 -1.70018 -1.90703
H: -6.22675 -3.17439 -0.37499
H: -5.62574 -3.26331 2.02676
H: -3.77235 -1.89303 2.88764
F: 3.45141 0.40331 1.70666
C: 2.23619 -0.14811 2.01852
F: 2.53590 -1.34841 2.56690
F: 1.77621 0.63654 3.05736
S: 1.56161 -4.27451 0.88845
C: 0.06363 -4.65472 1.47289
N: -1.04043 -4.33648 0.70183
C: -2.31392 -4.57309 1.05623
C: -2.56044 -5.17023 2.25065
C: -1.41833 -5.46795 3.03197
N: -0.18246 -5.23951 2.68809
H: -0.82906 -3.83880 -0.15333
H: -3.07355 -4.25618 0.35396
H: -3.56162 -5.39368 2.58157
H: -1.55631 -5.92021 4.01095
C: 6.21693 -0.71637 -3.43792
N: 5.42998 -0.07208 -2.39463
N: 4.56559 -0.88543 -1.66765
C: 3.43141 -0.16893 -1.33632
O: 2.56019 -0.65150 -0.60076
C: 3.58035 1.11255 -1.96621
C: 4.77155 1.10607 -2.61327
C: 5.37131 2.14285 -3.49649
C: 5.09343 -1.98129 -0.92651
C: 6.38999 -1.91981 -0.43279
C: 6.89088 -2.99414 0.28571
C: 6.09630 -4.10539 0.52571
C: 4.79572 -4.14393 0.04466
C: 4.28866 -3.08651 -0.69554
H: 6.51782 -1.69926 -3.08783
H: 7.11205 -0.12524 -3.61889
H: 5.64733 -0.82369 -4.36497
H: 2.88877 1.92989 -1.87684
H: 4.83317 3.07996 -3.37545
H: 5.30838 1.84911 -4.54644
H: 6.42146 2.30898 -3.25600
H: 6.98691 -1.03148 -0.59079
H: 7.89894 -2.95063 0.67707
H: 6.48655 -4.93771 1.09618
H: 4.15966 -4.99419 0.24975
H: 3.27365 -3.10548 -1.06618
C: -0.96330 -1.98658 -3.19718
C: -0.49235 -0.84841 -2.29040
C: 0.53629 0.00873 -3.01405
C: 0.01562 -1.43406 -0.97063
H: -1.35798 -1.60528 -4.14321
H: -1.75094 -2.57433 -2.71681
H: -0.13692 -2.66455 -3.42731
H: -1.34885 -0.20358 -2.07570
H: 1.42739 -0.57571 -3.26118
H: 0.85194 0.85671 -2.40389
H: 0.12310 0.40722 -3.94457
H: 0.81727 -2.14749 -1.18163
H: -0.80361 -1.96388 -0.47239

Atomic forces in eV per Å
-0.413 0.931 0.257
0.157 -0.416 0.027
-0.492 -0.316 -0.200
-0.132 0.219 0.339
-0.041 0.302 -0.294
0.330 -0.108 -0.178
0.138 0.093 0.057
0.035 -0.015 -0.003
-0.022 0.013 0.026
-0.001 -0.022 -0.017
0.013 0.028 0.053
-0.048 -0.090 -0.046
-0.071 -0.030 -0.031
0.030 0.051 0.046
0.015 0.005 -0.015
-0.025 -0.005 0.012
0.023 0.011 -0.013
-0.011 -0.043 0.021
0.118 -0.087 0.267
0.039 0.003 -0.035
-0.005 0.000 -0.017
-0.003 0.021 -0.003
0.004 0.011 -0.004
-0.023 -0.006 -0.057
0.019 -0.032 -0.032
0.011 -0.015 -0.067
0.038 0.034 0.003
-0.016 -0.031 0.044
-0.020 -0.003 -0.047
-0.041 0.117 0.094
0.000 -0.001 -0.004
0.004 -0.005 -0.002
0.001 0.003 -0.001
-0.003 -0.008 -0.004
0.012 0.002 -0.015
0.003 -0.019 0.003
-0.007 0.006 0.002
0.005 -0.008 -0.003
-0.002 0.007 -0.004
0.008 -0.009 -0.004
-0.002 -0.007 0.005
-0.004 0.010 -0.001
-0.005 -0.012 0.007
0.001 0.007 -0.001
0.004 -0.012 0.006
0.012 -0.005 0.003
-0.001 -0.006 0.001
-0.002 0.006 0.003
-0.014 0.007 -0.002
0.025 -0.001 -0.011
-0.040 -0.059 -0.007
0.009 0.195 0.005
0.002 0.047 -0.045
0.074 -0.077 -0.006
0.008 -0.161 0.170
-0.044 0.072 0.004
-0.064 -0.062 -0.056
0.108 0.010 0.016
0.045 0.004 -0.061
-0.081 -0.033 0.101
0.021 0.045 -0.156
0.014 -0.021 -0.027
-0.009 0.001 0.029
0.001 0.016 0.028
0.005 -0.019 -0.013
-0.051 0.024 -0.013
0.081 -0.052 0.131
-0.023 -0.035 -0.145
0.119 0.018 0.223
0.002 -0.156 -0.263
0.010 -0.021 0.001
0.014 0.054 -0.024
-0.005 0.030 0.001
-0.054 0.061 0.001
0.000 -0.019 0.053
0.011 0.014 0.000
-0.010 -0.018 -0.005
0.012 -0.009 -0.032
0.061 0.002 -0.009
0.034 0.004 0.012
-0.014 0.004 -0.037
-0.009 -0.026 0.006
-0.027 -0.003 -0.021
-0.004 -0.003 -0.005
0.000 -0.020 0.004
-0.003 0.001 0.016
0.003 0.003 -0.013
0.003 -0.001 -0.007
-0.004 0.005 0.011
0.039 -0.003 -0.001
0.012 -0.009 -0.004
-0.045 0.002 -0.031
-0.012 0.013 0.047
0.056 0.028 -0.032
0.206 -0.365 0.016
-0.005 0.002 0.006
-0.006 0.005 0.008
0.017 0.010 0.008
0.007 -0.001 0.003
-0.004 -0.010 -0.007
-0.023 -0.001 0.026
-0.003 -0.011 -0.006
-0.041 -0.076 0.063
-0.035 0.021 -0.127